(1)
{"formula": "C14H42O7", "method": "ωB97M-V/def2-TZVPD", "e_above_lowest_kcal_mol": 40.27, "charge": 0, "lumo_ev": -0.08, "smiles": "CCO.CCO.CCO.CCO.CCO.CCO.CCO", "homo_ev": -9.6, "homo_lumo_gap_ev": 9.5, "symbols": ["C", "C", "O", "H", "H", "H", "H", "H", "H", "C", "C", "O", "H", "H", "H", "H", "H", "H", "C", "C", "O", "H", "H", "H", "H", "H", "H", "C", "C", "O", "H", "H", "H", "H", "H", "H", "C", "C", "O", "H", "H", "H", "H", "H", "H", "C", "C", "O", "H", "H", "H", "H", "H", "H", "C", "C", "O", "H", "H", "H", "H", "H", "H"], "positions_angstrom": [[-12.544892, 21.457905, 0.588440], [-13.085118, 22.857557, 0.304734], [-14.492590, 22.821587, 0.232010], [-11.455876, 21.420850, 0.509055], [-12.956318, 20.770206, -0.152450], [-12.871790, 21.091765, 1.562660], [-12.665503, 23.237666, -0.635158], [-12.774899, 23.582219, 1.069603], [-14.866020, 23.292693, 0.991993], [-21.733436, 21.059031, 5.319128], [-20.432694, 21.514594, 5.958862], [-20.227414, 22.911744, 5.781694], [-21.583599, 21.124300, 4.235054], [-22.579689, 21.718942, 5.498522], [-21.915387, 20.027481, 5.611923], [-19.597055, 20.887392, 5.641228], [-20.525213, 21.290371, 7.030678], [-19.907050, 23.306845, 6.593282], [-17.991507, 27.448776, 3.099989], [-17.127581, 27.410564, 1.850835], [-17.300124, 28.607435, 1.084227], [-17.744101, 28.250079, 3.795417], [-17.801453, 26.562171, 3.723608], [-19.051981, 27.358247, 2.857312], [-17.364349, 26.526074, 1.256595], [-16.075216, 27.432247, 2.129984], [-18.235883, 28.671315, 0.862955], [-22.601787, 26.135689, 3.226424], [-21.660585, 25.327695, 4.103143], [-21.570996, 24.025271, 3.560858], [-22.702313, 27.171754, 3.546951], [-23.601054, 25.694227, 3.233430], [-22.301239, 26.083884, 2.177921], [-22.120675, 25.236691, 5.094085], [-20.686513, 25.819171, 4.181592], [-21.122082, 23.441962, 4.192557], [-13.281132, 23.041074, 4.924039], [-14.566504, 23.466726, 5.620461], [-14.974679, 24.714051, 5.072746], [-12.924702, 22.152038, 5.453924], [-12.489098, 23.780863, 5.011019], [-13.491178, 22.794664, 3.884597], [-14.361661, 23.474892, 6.697481], [-15.338797, 22.699247, 5.492838], [-15.550109, 25.207905, 5.666745], [-17.213749, 19.126639, 4.561010], [-16.839172, 19.905921, 5.790298], [-16.638536, 18.995347, 6.861020], [-17.511522, 19.786825, 3.743447], [-18.073205, 18.481242, 4.756105], [-16.421900, 18.474296, 4.194019], [-17.588380, 20.678687, 6.003970], [-15.934166, 20.513249, 5.651031], [-16.391996, 19.482671, 7.652188], [-17.756588, 23.174411, 3.455128], [-16.513716, 22.827673, 2.639742], [-15.672717, 23.979200, 2.522528], [-18.518074, 22.393292, 3.397981], [-18.249646, 24.077604, 3.095527], [-17.438461, 23.323864, 4.488400], [-16.803186, 22.462046, 1.655311], [-15.974015, 22.011630, 3.137008], [-15.510319, 24.310179, 3.439594]], "forces_ev_per_a": [[-0.090, 0.134, -0.249], [0.288, 0.008, 0.301], [-0.297, 0.022, -0.183], [-0.028, 0.016, 0.146], [0.028, 0.025, -0.052], [0.113, 0.107, 0.085], [-0.197, -0.140, -0.039], [0.071, -0.191, 0.050], [0.241, 0.118, -0.086], [0.802, 0.423, -1.124], [-0.843, -0.489, 1.575], [0.180, -0.221, -0.365], [-0.201, -0.384, -0.022], [0.024, -0.092, 0.546], [-0.246, 0.015, -0.102], [0.082, 0.351, -0.477], [0.113, 0.230, 0.028], [0.039, -0.016, 0.036], [0.282, -1.184, 0.651], [-0.156, 0.831, 0.370], [-0.164, -0.204, -0.089], [-0.298, 0.488, -0.466], [0.094, -0.176, -0.321], [-0.056, 0.523, 0.039], [0.210, -0.059, -0.007], [0.018, -0.342, -0.116], [0.081, 0.070, -0.053], [-0.269, -0.336, -0.316], [-0.756, -0.153, 0.129], [0.183, -0.255, -0.413], [0.191, 0.031, 0.001], [0.029, -0.045, 0.213], [0.268, 0.215, 0.073], [0.275, 0.297, 0.183], [0.101, -0.073, 0.040], [-0.022, 0.504, -0.010], [-0.412, -0.495, 0.398], [0.674, -0.469, 0.227], [-0.092, 0.257, 0.250], [0.012, -0.100, -0.291], [-0.160, 0.224, -0.122], [0.249, 0.057, -0.085], [-0.181, 0.622, -0.023], [-0.070, 0.115, -0.233], [0.015, -0.193, 0.031], [-0.338, -0.197, -0.420], [0.471, 0.578, 0.067], [-0.225, 0.019, 0.066], [0.133, 0.102, 0.050], [-0.005, 0.067, 0.179], [0.166, 0.121, 0.153], [-0.313, -0.350, 0.225], [0.190, -0.315, -0.306], [0.007, -0.002, -0.024], [0.112, -0.201, -0.149], [-0.566, 0.270, 0.481], [-0.139, -0.300, 0.239], [0.165, -0.141, 0.215], [0.188, 0.103, -0.065], [-0.337, 0.029, 0.145], [0.250, 0.273, -0.169], [0.059, -0.040, -0.069], [0.058, -0.083, -0.744]]}

=====

(2)
{"formula": "CH4ClO2P", "method": "ωB97M-V/def2-TZVPD", "e_above_lowest_kcal_mol": 51.05, "charge": 0, "lumo_ev": 0.41, "homo_ev": -8.7, "homo_lumo_gap_ev": 9.1, "symbols": ["C", "O", "O", "P", "Cl", "H", "H", "H", "H"], "positions_angstrom": [[-1.443874, 0.628273, 0.015326], [1.018941, -1.744557, 0.924626], [0.310416, 0.165958, -0.559879], [0.387242, -1.387746, -0.612396], [-2.225908, -0.797576, -0.007413], [-1.094695, 0.980536, 1.025210], [-1.532350, 1.451379, -0.705402], [1.577511, -0.881063, 1.151226], [1.488901, -1.250406, -1.413159]], "forces_ev_per_a": [[4.703, 1.686, 0.667], [1.447, 2.957, -0.525], [-2.873, 2.533, 0.766], [0.298, -2.059, 1.143], [-1.929, -0.711, -0.060], [-0.759, -0.465, -1.104], [-0.666, -0.836, 0.089], [-1.544, -2.762, -0.446], [1.323, -0.343, -0.530]]}

=====

(3)
{"formula": "C5H5BrF4", "method": "ωB97M-V/def2-TZVPD", "e_above_lowest_kcal_mol": 77.21, "charge": 0, "lumo_ev": [-0.23, -0.76], "homo_ev": [-9.1, -8.7], "homo_lumo_gap_ev": [8.9, 7.9], "symbols": ["C", "C", "C", "C", "C", "F", "F", "F", "F", "Br", "H", "H", "H", "H", "H"], "positions_angstrom": [[-0.350157, 0.462690, -0.507346], [-0.952121, 1.263272, 0.285246], [0.430565, -0.767060, -0.106583], [-1.870842, 3.238128, -1.268698], [-0.951519, 4.371033, -0.932990], [-3.172557, 3.501898, -1.031190], [0.312523, 4.046328, -1.227798], [-0.986046, 4.635247, 0.386365], [-1.196188, 5.543070, -1.550327], [-1.559002, 2.490185, -2.970090], [-0.376958, 0.662899, -1.582944], [-1.298885, 1.656704, 1.203955], [1.278093, -0.468321, 0.505759], [-0.198165, -1.430529, 0.481931], [0.792593, -1.292203, -0.985025]], "forces_ev_per_a": [[0.510, -0.715, -0.504], [-1.106, 2.185, -1.222], [-0.068, 0.044, 0.193], [0.010, -1.594, 0.588], [0.778, 0.625, 0.561], [0.641, 0.040, -0.022], [0.004, -0.173, -0.097], [-0.294, -0.089, 0.035], [-0.381, -0.272, -0.157], [-0.203, 0.169, -0.054], [-0.074, 0.153, 0.085], [0.007, -0.066, 0.572], [0.114, -0.100, 0.011], [0.048, -0.141, 0.012], [0.014, -0.065, -0.001]]}

=====

(4)
{"formula": "CH3O4P", "method": "ωB97M-V/def2-TZVPD", "e_above_lowest_kcal_mol": 211.37, "charge": 0, "lumo_ev": -0.64, "homo_ev": -9.5, "homo_lumo_gap_ev": 8.9, "symbols": ["C", "O", "O", "O", "O", "P", "H", "H", "H"], "positions_angstrom": [[2.622787, -0.247589, -0.455919], [-2.863547, 0.754619, 1.195087], [-3.063103, 0.450843, -0.187713], [-1.501339, 0.662494, 1.183212], [2.905632, 0.072210, -1.575735], [-1.445852, 0.046067, -0.351912], [3.399118, -0.300646, 0.247271], [-1.618556, -1.322323, -0.069183], [1.564864, -0.115677, 0.014893]], "forces_ev_per_a": [[-1.727, 2.334, -0.155], [-2.706, -0.138, 0.685], [-0.516, 0.359, -0.927], [3.090, 0.257, 0.476], [-0.629, -0.642, -0.330], [0.073, 0.104, -0.475], [1.336, -0.952, 1.477], [0.053, -0.583, 0.226], [1.027, -0.738, -0.978]]}

=====

no.,electronic energy (hartree)
1,-1085.1975
2,-992.4577
3,-3166.8458
4,-681.9574